No. 1
C22H25N3O7S | ωB97M-V with the def2-TZVPD basis set

Geometry as XYZ:
```
58
Properties=species:S:1:pos:R:3:forces:R:3
C -2.0701 -0.1342 3.5031 0.16 0.14 0.05
H -2.5497 0.3670 4.3425 0.09 -0.02 -0.03
O -3.0919 -0.8919 2.8882 -0.21 -0.11 -0.07
C -2.7822 -1.6202 1.7874 -0.13 -0.26 -0.32
C -1.4961 -1.7810 1.2818 -0.08 0.16 0.21
C -1.2907 -2.5509 0.1494 -0.36 -0.23 -0.03
C -2.3672 -3.1614 -0.5100 0.17 0.04 0.11
C -3.6430 -3.0053 0.0066 0.13 -0.06 -0.16
C -3.8468 -2.2479 1.1448 0.13 0.20 0.24
H -4.8391 -2.1238 1.5471 -0.12 0.02 0.06
H -4.4926 -3.4668 -0.4704 -0.06 -0.06 -0.07
O -2.0474 -3.8737 -1.6471 0.24 0.26 0.34
C -3.1014 -4.4495 -2.3782 -0.13 -0.11 -0.15
H -3.8101 -3.6909 -2.7250 0.02 -0.02 0.03
H -3.6333 -5.2032 -1.7894 0.01 0.04 -0.01
H -2.6361 -4.9295 -3.2382 -0.10 0.01 0.04
N -0.0237 -2.7037 -0.4359 -0.38 -0.13 -0.41
C 1.1821 -2.4892 0.1319 0.36 -0.20 -0.18
O 1.3808 -2.2616 1.3044 0.00 -0.03 0.08
C 2.3378 -2.5196 -0.8861 0.10 -0.09 0.16
N 3.3638 -1.5774 -0.4819 -0.38 -0.20 -0.06
C 4.6391 -2.0206 -0.3154 0.28 0.12 0.09
O 4.9907 -3.1470 -0.5860 0.19 -0.04 0.00
C 5.6150 -0.9527 0.1595 0.38 -0.20 -0.27
H 6.4607 -1.4391 0.6494 -0.20 0.01 -0.15
O 5.0834 -0.0308 1.0880 -0.25 -0.02 0.27
C 3.8303 0.4106 0.8149 -0.37 0.16 -0.28
C 3.3855 1.5743 1.4321 0.00 -0.18 -0.12
C 2.1004 2.0362 1.2076 0.05 0.03 0.06
C 1.2931 1.3623 0.3128 -0.54 -0.08 -0.06
C 1.7242 0.2166 -0.3228 0.16 0.06 -0.04
C 2.9767 -0.3082 -0.0352 0.22 0.61 0.28
H 1.0360 -0.2639 -0.9967 -0.04 -0.21 -0.10
S -0.3945 1.8716 0.0260 0.58 0.13 -0.14
O -1.0214 0.9010 -0.8261 0.18 0.08 -0.18
O -0.9955 2.1421 1.3053 0.20 0.25 -0.07
N -0.1675 3.2913 -0.8428 -0.23 -0.96 0.51
C -0.9611 3.4467 -2.0512 -0.39 -0.14 -0.59
H -0.3166 3.8473 -2.8411 -0.07 -0.05 0.01
C -2.0470 4.4507 -1.6713 0.19 -0.01 -0.02
H -2.8206 3.9466 -1.0911 -0.06 -0.03 -0.02
C -1.2701 5.4262 -0.7880 -0.02 -0.12 -0.07
H -0.7511 6.1573 -1.4090 -0.02 0.05 0.02
H -1.9081 5.9566 -0.0848 0.03 0.07 0.02
C -0.2521 4.5257 -0.0690 0.28 0.50 0.62
H 0.7378 4.9881 -0.0178 -0.10 0.04 0.07
H -0.5811 4.2750 0.9414 0.07 0.23 -0.05
H -2.5004 4.9294 -2.5365 -0.07 -0.01 -0.02
H -1.3426 2.4727 -2.3498 0.01 0.14 -0.20
H 1.7220 2.9031 1.7227 0.02 0.15 0.14
H 4.0534 2.0778 2.1120 0.08 0.07 0.08
H 5.9848 -0.4162 -0.7303 -0.07 -0.09 0.13
H 2.8124 -3.5070 -0.8867 -0.16 0.15 -0.05
H 1.9867 -2.2898 -1.8965 -0.02 -0.06 0.06
H -0.0719 -3.0434 -1.3872 0.19 0.09 0.07
H -0.6471 -1.3118 1.7461 0.06 0.03 0.07
H -1.2666 -0.7763 3.8764 -0.01 0.00 0.01
H -1.6600 0.6123 2.8167 -0.03 -0.12 0.09
```
Positions in Å, forces in eV/Å.

Properties
- highest occupied orbital energy (eV) = -7.625
- SMILES = COc1ccc(OC)c(NC(=O)CN2C(=O)COc3ccc(S(=O)(=O)N4CCCC4)cc32)c1
- energy above the lowest of the compared OMol25 structures with the same formula, charge and spin (kJ/mol) = 150.2
- orbital gap (eV) = 8.1536
- E_LUMO (eV) = 0.5


No. 2
C4H8O3 | ωB97M-V with the def2-TZVPD basis set

Geometry as XYZ:
```
15
Properties=species:S:1:pos:R:3:forces:R:3
C -0.2747 0.8928 -0.6847 -0.26 0.09 -0.02
C -0.6188 0.2240 0.6318 0.41 -0.01 -0.10
O -2.0137 0.2447 0.8685 -0.14 -0.05 0.21
C -0.0762 -1.2238 0.5380 -0.15 -0.03 0.17
O 0.7895 -1.3205 -0.5987 0.07 0.01 -0.08
C 1.3619 -0.1481 -0.9368 -0.03 -0.15 -0.26
O 2.1711 0.5056 -0.1378 0.11 -0.07 0.00
H -0.8385 0.4988 -1.5327 0.10 0.06 0.11
H 1.0852 1.1268 -0.4839 -0.06 0.13 0.08
H -0.4159 1.9824 -0.6518 0.08 -0.10 0.02
H -0.0905 0.7570 1.4345 -0.14 -0.08 -0.09
H -2.1602 0.0496 1.8025 -0.07 0.04 -0.17
H -0.9103 -1.8979 0.3260 0.12 0.06 0.09
H 0.4424 -1.5484 1.4451 -0.02 0.10 -0.12
H 1.5487 -0.1432 -2.0200 0.01 0.00 0.16
```
Positions in Å, forces in eV/Å.

Properties
- highest occupied orbital energy (eV) = -9.298
- energy above the lowest of the compared OMol25 structures with the same formula, charge and spin (kJ/mol) = 476.8
- orbital gap (eV) = 9.9754
- E_LUMO (eV) = 0.7


No. 3
C2HNO4 | ωB97M-V with the def2-TZVPD basis set

Geometry as XYZ:
```
8
Properties=species:S:1:pos:R:3:forces:R:3
C -0.2927 1.1915 -0.0768 0.22 2.22 0.69
C -0.6066 -0.2611 0.0207 -3.65 -1.28 0.65
N 0.6301 -0.9962 0.1517 -1.43 0.56 -3.02
O -0.6341 2.0301 0.7244 -0.19 -1.14 -0.61
O 0.9233 -1.1965 -0.9955 1.38 -0.60 -2.20
O 1.1788 -1.3162 1.1016 2.23 -1.28 4.54
O -1.6292 -0.9034 -0.0674 1.43 1.64 0.32
H 0.4304 1.4518 -0.8585 0.02 -0.13 -0.37
```
Positions in Å, forces in eV/Å.

Properties
- highest occupied orbital energy (eV) = -11.025
- SMILES = O=CC(=O)[N+](=O)[O-]
- energy above the lowest of the compared OMol25 structures with the same formula, charge and spin (kJ/mol) = 388.4
- orbital gap (eV) = 9.7640
- E_LUMO (eV) = -1.3


- Which value of E_LUMO does entry 3 give?
  -1.3 eV


- What is the orbital gap in the third record?
  9.7640 eV